Record 1
The following is a quantum chemistry calculation of one molecule with the formula C4H7NO, from the Open Molecules 2025 dataset.

**Kohn-Sham gap**: 11.14 eV
**ΔE to the lowest compared entry with this formula, charge and spin**: 1.681 eV
**Max |F|**: 0.017 Eh/bohr
**SMILES string**: COCCC#N
**HOMO energy**: -0.3794 hartree
**E_LUMO**: 0.0301 Ha

```
! wB97M-V def2-TZVPD RIJCOSX def2/J DEFGRID3
* xyz 0 1
C -0.01302 -1.28809 1.40554
O -0.42546 0.05961 1.32901
C -0.78261 0.48855 0.04312
C 0.42065 1.11022 -0.72209
C 0.75705 0.44523 -1.98671
N 1.00301 -0.05926 -2.99631
H -0.85524 -1.94497 1.65577
H 0.43031 -1.62475 0.46286
H 0.73800 -1.37223 2.19458
H -1.22255 -0.33157 -0.53853
H -1.54399 1.26373 0.16655
H 1.28966 1.09703 -0.05905
H 0.20419 2.15650 -0.95473
*
```

=====

Record 2
The following is a quantum chemistry calculation of one molecule with the formula C2H4N2O, from the Open Molecules 2025 dataset.

**Kohn-Sham gap**: 10.33 eV
**ΔE to the lowest compared entry with this formula, charge and spin**: 0.869 eV
**Max |F|**: 0.059 Eh/bohr
**SMILES string**: [H]/N=C\C(N)=O
**HOMO energy**: -0.3527 hartree
**E_LUMO**: 0.0270 Ha

```
! wB97M-V def2-TZVPD RIJCOSX def2/J DEFGRID3
* xyz 0 1
H -1.13060 1.17036 1.34981
N -1.64003 0.85836 0.52547
C -1.00057 0.06382 -0.20963
C 0.36934 -0.65724 0.15976
N 1.35714 0.05037 -0.41424
O 0.44762 -1.63796 0.84776
H -1.54951 -0.40225 -1.03341
H 2.30593 -0.28097 -0.30398
H 0.84068 0.83551 -0.92153
*
```

=====

Record 3
The following is a quantum chemistry calculation of C23H27N7STc as an isolated structure, from the Open Molecules 2025 dataset.

**Kohn-Sham gap (spin up / spin down)**: 7.35 / 5.11 eV
**ΔE to the lowest compared entry with this formula, charge and spin**: 0.146 eV
**Max |F|**: 0.002 Eh/bohr
**<S²>**: 3.79
**HOMO energy (spin up / spin down)**: -0.7412 / -0.7563 hartree
**E_LUMO (spin up / spin down)**: -0.4710 / -0.5685 Ha

```
! wB97M-V def2-TZVPD RIJCOSX def2/J DEFGRID3
* xyz 4 4
Tc -0.13048 -0.97648 0.44521
N -1.98969 0.26067 -3.13563
C -0.85527 -0.10166 -3.84770
C -0.56300 -0.06410 -5.18069
C 0.71869 -0.52458 -5.52951
C 1.66531 -1.00509 -4.55169
C 1.36041 -1.04146 -3.22775
C 0.07147 -0.58180 -2.85174
N -0.51442 -0.49051 -1.63142
C -1.75943 0.02134 -1.84432
C -2.61688 0.20857 -0.71130
C -3.90394 0.65591 -0.62426
S -4.43034 0.62558 0.98948
C -2.92023 0.02527 1.48037
N -2.05146 -0.15331 0.51129
H -2.84254 0.63075 -3.53940
H -1.25331 0.28950 -5.93612
H 1.01207 -0.52069 -6.57339
H 2.63221 -1.33963 -4.90553
H 2.06245 -1.40585 -2.49127
H -4.56318 0.98986 -1.41363
H -2.70779 -0.18553 2.51720
C -0.54514 3.68355 3.58688
C -0.65239 2.26350 4.09705
N -0.34507 1.32610 2.99188
C 0.46177 1.64320 1.96272
N 0.77277 0.63697 1.07246
C 1.96876 0.87745 0.24335
C 1.85342 2.23921 -0.41265
C 1.78744 3.28656 0.68129
N 0.95647 2.85272 1.82153
C 0.78871 3.86902 2.89504
H -0.62555 4.37727 4.42253
H -1.35960 3.91230 2.89630
H -1.65605 2.04520 4.45802
H 0.04784 2.08737 4.91525
H -0.31755 0.34990 3.24041
H 2.04198 0.07631 -0.50401
H 2.86446 0.80022 0.86604
H 0.95408 2.27146 -1.03380
H 2.71194 2.44343 -1.05155
H 1.37071 4.22092 0.30696
H 2.78277 3.50485 1.07382
H 0.85390 4.84368 2.41670
H 1.62766 3.77661 3.58765
N -0.01517 -2.21602 2.23473
C 0.19769 -3.20059 1.20949
C -0.71769 -4.20986 0.92831
C -0.45455 -5.05878 -0.13986
C 0.68044 -4.88227 -0.93884
C 1.55228 -3.83651 -0.69427
C 1.30532 -2.96093 0.37078
H -0.81209 -2.44012 2.82639
H 0.80454 -2.09642 2.83031
H -1.57903 -4.37432 1.56545
H -1.12656 -5.88457 -0.33645
H 0.88341 -5.58048 -1.74006
H 2.45212 -3.72511 -1.28561
H 2.06533 -2.23860 0.68756
*
```

=====

Record 4
The following is a quantum chemistry calculation of C28H27ClF6N3OPdSb as an isolated structure, from the Open Molecules 2025 dataset.

**Kohn-Sham gap (spin up / spin down)**: 6.08 / 5.44 eV
**ΔE to the lowest compared entry with this formula, charge and spin**: 1.596 eV
**Max |F|**: 0.042 Eh/bohr
**<S²>**: 0.81
**HOMO energy (spin up / spin down)**: -0.4111 / -0.4121 hartree
**E_LUMO (spin up / spin down)**: -0.1878 / -0.2121 Ha

```
! wB97M-V def2-TZVPD RIJCOSX def2/J DEFGRID3
* xyz 1 2
Pd -0.23087 0.98782 0.21188
Cl 4.77646 1.82368 5.54642
C 3.45534 1.38628 4.56550
C 2.25604 0.95051 5.17114
C 1.19632 0.62573 4.39082
C 1.24644 0.73071 2.95087
O 0.20366 0.48298 2.31239
C 2.51386 1.12976 2.34781
C 2.76500 1.21543 0.92890
N 2.01132 0.80833 -0.02050
C 2.43293 0.89321 -1.35095
C 3.75878 0.81249 -1.72596
C 4.14492 0.96429 -3.06448
C 3.21251 1.18597 -4.03843
C 1.83999 1.21485 -3.70992
C 0.82505 1.39228 -4.67572
C -0.48696 1.35017 -4.30008
C -0.79637 1.12600 -2.95060
N 0.12489 0.98196 -2.03058
C 1.44033 1.04017 -2.36262
C 3.56948 1.46056 3.18009
H 2.18809 0.88785 6.24839
H 0.25240 0.31213 4.81605
H 3.70783 1.70589 0.67639
H 4.51273 0.60561 -0.97831
H 5.19498 0.90502 -3.31672
H 3.51365 1.31726 -5.06966
H 1.09950 1.55416 -5.71051
H -1.28545 1.48122 -5.01572
H -1.82654 1.06193 -2.62401
H 4.51016 1.77439 2.74591
C -3.95520 0.34517 -0.62257
C -4.00536 -0.68240 0.51459
C -3.61833 -0.05889 1.86454
C -3.21536 -1.94891 0.27124
C -3.89697 -3.14070 0.31503
C -3.26891 -4.36686 0.12226
C -1.89980 -4.43058 -0.12341
C -1.12628 -3.30123 -0.16931
C 0.36429 -3.42763 -0.38870
C 1.15775 -2.88649 0.81026
C 0.81245 -2.76510 -1.70009
C -1.75339 -1.98497 0.02329
N -1.00364 -0.94472 -0.01212
H -4.68720 1.13125 -0.44233
H -4.17182 -0.12235 -1.58497
H -2.98597 0.82286 -0.67727
H -5.04824 -1.00180 0.58804
H -2.59062 0.29191 1.84496
H -3.72183 -0.78315 2.67416
H -4.26420 0.79295 2.07412
H -4.96481 -3.12140 0.49833
H -3.84981 -5.27881 0.16151
H -1.43186 -5.39551 -0.27579
H 0.57397 -4.49727 -0.46738
H 1.02822 -1.80750 0.89185
H 2.21955 -3.10066 0.68203
H 0.82339 -3.35063 1.73964
H 0.66388 -1.69009 -1.64089
H 0.24191 -3.15478 -2.54467
H 1.87011 -2.96516 -1.87655
F 0.73561 3.19592 0.66675
Sb -0.95273 4.22623 0.64351
F -0.43300 5.09075 2.21492
F -0.13494 5.46457 -0.49304
F -2.69078 4.89402 0.52472
F -1.33769 3.08996 -0.88937
F -1.60886 2.69336 1.63492
*
```

=====

Record 5
The following is a quantum chemistry calculation of C36H52BrN3OP2Re as an isolated structure, from the Open Molecules 2025 dataset.

**Kohn-Sham gap (spin up / spin down)**: 5.01 / 5.58 eV
**ΔE to the lowest compared entry with this formula, charge and spin**: 4.434 eV
**Max |F|**: 0.177 Eh/bohr
**<S²>**: 3.93
**HOMO energy (spin up / spin down)**: -0.6766 / -0.6796 hartree
**E_LUMO (spin up / spin down)**: -0.4924 / -0.4745 Ha

```
! wB97M-V def2-TZVPD RIJCOSX def2/J DEFGRID3
* xyz 4 4
N 5.66844 -0.16833 4.63199
C 4.47392 0.16275 5.10896
C 3.27975 -0.26721 4.50180
C 3.41097 -1.10273 3.34917
C 4.66023 -1.48446 2.91755
C 5.78731 -0.95762 3.58343
C 2.24283 -1.30819 2.43073
Re 2.68921 -1.38203 0.57558
P 0.23363 -2.87871 -2.07203
C 1.84936 -2.60476 1.66459
C 0.67393 -2.07469 0.86686
C 1.08066 -1.73964 -0.48418
C -0.01166 -1.22429 -1.44102
C -1.48652 -0.87586 -0.96639
C -1.54687 -0.97116 0.38674
C -0.58041 -1.50401 1.28793
Br -2.41230 0.12459 -2.04964
H 1.32917 -1.00050 2.94072
H 1.90441 -3.58371 2.11775
H 2.32253 0.05062 4.90651
H 4.78913 -2.10843 2.01549
H 4.43503 0.78806 6.00073
H 6.77898 -1.22632 3.22605
H 1.85212 -2.52971 -0.98861
H -0.63014 -1.18490 2.34167
H 0.41489 -0.43470 -2.05851
H -2.40535 -0.49561 0.85249
P 2.65808 0.92224 -0.49209
C -0.58817 -4.24963 -1.20762
C -1.07963 -5.44644 -2.02996
H -1.42649 -3.78808 -0.66784
H 0.11670 -4.59096 -0.43715
H -1.54187 -6.16985 -1.34677
H -1.84659 -5.17214 -2.75970
H -0.26880 -5.96132 -2.55575
C 1.71789 -3.48467 -2.94909
C 1.53201 -4.29994 -4.23582
H 2.25864 -4.09717 -2.21086
H 2.33942 -2.59846 -3.15196
H 2.48478 -4.77434 -4.49479
H 0.78585 -5.09552 -4.12730
H 1.24607 -3.66600 -5.08273
C -0.96368 -2.64495 -3.49923
C -2.47432 -2.89566 -3.35679
H -0.58278 -3.31034 -4.28354
H -0.80054 -1.60348 -3.82280
H -3.02996 -2.05328 -3.79681
H -2.76259 -3.80515 -3.91229
H -2.83211 -3.01419 -2.32389
C 1.33614 2.01730 -1.19321
C 1.77580 3.31959 -1.88547
H 0.63131 2.24331 -0.37700
H 0.76232 1.43318 -1.92336
H 2.32787 3.98807 -1.21551
H 2.39729 3.12122 -2.76792
H 0.89299 3.87463 -2.23810
C 3.80217 0.59663 -1.89817
C 4.95433 -0.25860 -1.40860
H 4.13015 1.54151 -2.35945
H 3.20552 0.06385 -2.65542
H 5.75410 0.34607 -0.96935
H 4.66036 -1.01406 -0.64681
H 5.37147 -0.83398 -2.23990
C 3.51163 2.08351 0.65922
C 2.77297 2.06988 1.99049
H 3.54372 3.09636 0.23150
H 4.55041 1.73620 0.76216
H 3.47580 2.04338 2.82956
H 2.11252 2.93945 2.10970
H 2.14401 1.16940 2.08437
C -5.46964 4.10757 1.88876
N -4.05303 3.85610 2.03347
N -3.42793 2.96904 1.24739
C -2.07475 2.87127 1.60840
O -1.26432 2.13540 1.02464
C -1.95823 3.79382 2.71099
C -3.18992 4.36344 2.93404
C -3.62841 5.35525 3.94192
C -4.13928 2.21394 0.27081
C -4.50811 2.83070 -0.92530
C -5.25566 2.11212 -1.84922
C -5.62789 0.79303 -1.56925
C -5.27055 0.19545 -0.35822
C -4.52732 0.90804 0.57441
H -5.74175 4.88420 2.60513
H -6.06323 3.20772 2.09916
H -5.70664 4.46020 0.87840
H -1.04823 3.97480 3.24661
H -3.98629 6.28752 3.47964
H -4.42833 4.96517 4.58912
H -2.77345 5.60521 4.58070
H -4.19550 3.86301 -1.09970
H -5.53346 2.57976 -2.79534
H -6.19494 0.22006 -2.30712
H -5.55533 -0.83558 -0.13912
H -4.23586 0.48676 1.53939
*
```

=====

Record 6
The following is a quantum chemistry calculation of a 2-piece molecular cluster, C5H8N3O overall, from the Open Molecules 2025 dataset.

**Kohn-Sham gap**: 8.95 eV
**ΔE to the lowest compared entry with this formula, charge and spin**: 3.506 eV
**Max |F|**: 0.089 Eh/bohr
**HOMO energy**: -0.4778 hartree
**E_LUMO**: -0.1488 Ha

```
! wB97M-V def2-TZVPD RIJCOSX def2/J DEFGRID3
* xyz 1 1
C 0.49405 1.04778 -0.36940
C -0.00692 -2.46534 -0.34288
C -1.89239 0.66500 -0.54923
C 2.54829 1.66266 0.91124
C -0.74124 0.66672 0.19843
N 1.58083 1.37248 0.18320
N 0.29212 -2.16382 -1.45903
N -0.42589 -2.21640 0.75613
O -3.04330 0.37512 -0.12013
H 0.52290 1.38980 -1.50723
H -1.74137 0.64078 -1.68289
H 3.38814 0.90329 1.15764
H 2.47204 2.63568 1.37962
H -0.83427 0.65369 1.24222
H 0.68590 -2.67461 -2.22913
H -3.11419 0.11939 0.80568
H -0.18470 -2.61224 1.62575
*
```

=====

Record 7
The following is a quantum chemistry calculation of a 2-piece molecular cluster, CH2FN3O3 overall, from the Open Molecules 2025 dataset.

**Kohn-Sham gap**: 11.15 eV
**ΔE to the lowest compared entry with this formula, charge and spin**: 0.377 eV
**Max |F|**: 0.090 Eh/bohr
**SMILES string**: [O-]/[N+](O)=N\F.N=C=O
**HOMO energy**: -0.3956 hartree
**E_LUMO**: 0.0141 Ha

```
! wB97M-V def2-TZVPD RIJCOSX def2/J DEFGRID3
* xyz 0 1
O 2.55536 -0.01089 -0.68438
N 1.63656 -0.26000 0.09886
O 1.44972 -1.53998 0.32042
N 0.79410 0.55408 0.55356
F 1.17521 1.81203 0.11806
H 0.87955 -1.57044 1.19316
N -2.52014 0.80518 -0.49575
C -1.85067 -0.10617 -0.15435
O -1.46290 -1.07469 0.36347
H -2.65679 1.39088 -1.31306
*
```

=====

Record 8
The following is a quantum chemistry calculation of one molecule with the formula C4H8N2O, from the Open Molecules 2025 dataset.

**Kohn-Sham gap**: 9.55 eV
**ΔE to the lowest compared entry with this formula, charge and spin**: 4.476 eV
**Max |F|**: 0.096 Eh/bohr
**SMILES string**: [H]/N=C(/N)[C@@H]1C[C@@H]1O
**HOMO energy**: -0.3231 hartree
**E_LUMO**: 0.0279 Ha

```
! wB97M-V def2-TZVPD RIJCOSX def2/J DEFGRID3
* xyz 0 1
H 1.41001 -1.50933 0.92692
N 1.86199 -0.75993 0.13315
C 1.11114 0.10867 -0.48515
N 1.68657 1.13271 -1.29504
C -0.34283 0.36795 -0.43360
C -0.93833 0.38265 0.96137
C -1.26932 -0.68475 -0.01322
O -0.90362 -2.08094 0.43444
H 1.01696 1.95272 -1.43843
H 2.77884 1.22858 -1.57896
H -0.73015 0.97779 -1.19201
H -1.59091 1.28206 1.33805
H -0.34349 0.02744 1.80196
H -2.38422 -0.59625 -0.49339
H -1.36265 -1.82937 1.33391
*
```